C37H47N5O5PPbS3 | ωB97M-V/def2-TZVPD

Its LUMO energy is 0.03551 hartree. Its total energy is -103863.4589 eV. The value obtained for the HOMO energy is -2.57 eV. As for the total charge: -1. As for the HOMO-LUMO gap: 3.539 eV.

Atoms and positions in Å:
Pb  0.597  -0.359  0.320
C  -5.865  2.823  -2.606
C  -4.780  2.278  -1.716
C  -4.787  2.508  -0.375
C  -3.777  1.975  0.474
C  -3.695  2.086  1.840
N  -4.343  2.908  2.704
C  -4.747  4.269  2.348
C  -3.622  5.141  1.763
C  -2.531  5.587  2.752
N  -1.603  4.542  3.153
C  -0.610  3.989  2.414
C  0.098  4.405  1.308
C  0.077  5.692  0.688
C  0.758  5.948  -0.461
C  0.743  7.305  -1.111
C  1.464  4.884  -1.087
C  1.523  3.617  -0.572
C  2.130  2.589  -1.421
N  1.911  1.338  -1.403
C  2.444  0.552  -2.487
C  1.338  0.216  -3.494
C  0.279  -0.778  -2.991
N  -0.547  -0.194  -1.952
C  -1.657  0.296  -2.316
C  -2.681  0.996  -1.553
C  -3.725  1.515  -2.278
C  -2.657  1.199  -0.113
O  -1.747  0.820  0.628
C  0.937  3.338  0.726
O  1.123  2.278  1.312
H  -6.536  3.472  -2.046
H  -6.460  2.017  -3.042
H  -5.433  3.394  -3.431
H  -5.623  3.052  0.046
H  -2.988  1.406  2.302
H  -3.996  2.825  3.645
H  -5.161  4.732  3.245
H  -5.543  4.212  1.608
H  -4.082  6.039  1.343
H  -3.143  4.594  0.948
H  -2.986  5.989  3.662
H  -1.978  6.396  2.288
H  -2.003  3.881  3.797
H  -0.293  3.016  2.779
H  -0.458  6.504  1.160
H  0.154  8.016  -0.533
H  0.323  7.235  -2.118
H  1.758  7.697  -1.212
H  1.946  5.072  -2.042
H  2.754  3.006  -2.230
H  2.835  -0.384  -2.061
H  3.253  1.090  -3.010
H  1.805  -0.206  -4.387
H  0.833  1.146  -3.784
H  0.774  -1.664  -2.578
H  -0.339  -1.082  -3.849
H  -1.914  0.228  -3.385
H  -3.729  1.352  -3.351
S  -1.129  -2.539  1.210
C  -2.094  -3.131  -0.041
N  -2.517  -2.555  -1.123
C  -3.308  -3.362  -1.897
C  -3.906  -2.995  -3.103
C  -4.682  -3.915  -3.789
C  -4.856  -5.209  -3.307
C  -4.274  -5.594  -2.106
C  -3.520  -4.670  -1.402
S  -2.696  -4.840  0.116
H  -3.760  -1.990  -3.479
H  -5.154  -3.632  -4.723
H  -5.451  -5.923  -3.863
H  -4.413  -6.598  -1.722
S  2.392  -2.057  -0.374
C  -1.630  0.512  4.986
C  -0.701  0.117  3.850
O  0.623  0.409  4.285
P  1.918  0.228  3.298
O  2.649  1.597  3.807
C  4.053  1.735  3.950
C  4.341  2.490  5.237
O  2.830  -0.775  4.256
C  2.409  -2.092  4.584
C  1.881  -2.890  3.405
H  -2.678  0.358  4.720
H  -1.460  1.560  5.250
H  -1.398  -0.086  5.867
H  -0.919  0.665  2.930
H  -0.815  -0.947  3.623
H  4.447  2.282  3.086
H  4.532  0.755  3.990
H  3.890  3.483  5.206
H  5.417  2.588  5.389
H  3.910  1.941  6.074
H  1.643  -2.033  5.368
H  3.293  -2.578  5.006
H  0.943  -2.473  3.041
H  1.700  -3.922  3.708
H  2.588  -2.878  2.574

***

C37H48BrN3O3SSiTi | ωB97M-V/def2-TZVPD

The relative energy (zero: lowest compared OMol25 entry of this formula, charge and spin) is 16.4 kcal/mol. Its LUMO energy is -0.24297 hartree. Its total energy is -161624.8048 eV. The value obtained for the HOMO energy is -13.72 eV. As for the total charge: +2. As for the HOMO-LUMO gap: 7.112 eV.

Atoms and positions in Å:
Ti  0.180  1.470  0.026
O  0.103  2.917  1.376
C  -0.339  3.710  0.465
O  -0.506  3.110  -0.689
C  -0.617  5.103  0.656
C  -0.430  5.678  1.916
C  -0.701  7.021  2.085
C  -1.153  7.774  1.004
C  -1.342  7.199  -0.249
C  -1.077  5.856  -0.429
H  -0.081  5.071  2.741
H  -0.567  7.485  3.052
H  -1.363  8.828  1.141
H  -1.698  7.798  -1.076
H  -1.225  5.383  -1.391
C  -3.611  2.453  0.820
C  -3.724  1.015  1.349
C  -5.180  0.537  1.188
C  -3.328  1.029  2.837
Si  -2.645  -0.112  0.340
O  -0.980  0.374  0.599
C  -2.817  0.182  -1.491
C  -3.983  -0.214  -2.157
C  -4.126  -0.035  -3.526
C  -3.101  0.532  -4.273
C  -1.928  0.928  -3.647
C  -1.814  0.748  -2.279
C  -2.810  -1.923  0.655
C  -3.118  -2.456  1.917
C  -3.331  -3.814  2.093
C  -3.247  -4.675  1.004
C  -2.935  -4.175  -0.252
C  -2.714  -2.814  -0.424
H  -4.414  3.059  1.252
H  -3.695  2.519  -0.266
H  -2.673  2.917  1.134
H  -5.817  1.087  1.888
H  -5.305  -0.529  1.397
H  -5.557  0.732  0.181
H  -3.908  1.797  3.358
H  -2.270  1.269  2.982
H  -3.533  0.086  3.338
H  -4.789  -0.686  -1.603
H  -5.040  -0.346  -4.016
H  -3.212  0.661  -5.342
H  -1.121  1.368  -4.219
H  -0.872  1.089  -1.847
H  -3.195  -1.811  2.780
H  -3.574  -4.201  3.074
H  -3.433  -5.733  1.136
H  -2.872  -4.843  -1.101
H  -2.480  -2.445  -1.417
Br  2.660  2.934  -0.758
C  2.943  2.004  0.859
C  4.047  2.277  1.632
C  4.123  1.632  2.860
C  3.110  0.766  3.249
C  2.046  0.559  2.401
N  1.970  1.167  1.206
H  4.805  2.966  1.291
H  4.966  1.818  3.514
H  3.134  0.268  4.208
H  1.229  -0.103  2.654
C  5.035  -3.391  -2.676
C  5.008  -2.362  -3.807
C  3.997  -1.233  -3.620
C  4.278  -0.309  -2.438
N  3.899  -0.891  -1.132
C  2.674  -0.988  -0.639
S  1.350  -0.226  -1.463
N  2.492  -1.678  0.486
C  1.212  -2.254  0.958
C  0.885  -3.573  0.277
C  1.971  -4.641  0.410
C  2.274  -5.034  1.854
H  5.585  -4.283  -2.971
H  4.023  -3.707  -2.401
H  5.536  -3.013  -1.778
H  4.774  -2.873  -4.742
H  6.006  -1.933  -3.940
H  2.989  -1.649  -3.510
H  3.979  -0.612  -4.517
H  3.750  0.634  -2.543
H  5.345  -0.092  -2.368
H  4.596  -1.488  -0.710
H  3.309  -2.165  0.831
H  0.424  -1.528  0.793
H  1.324  -2.387  2.034
H  0.678  -3.378  -0.780
H  -0.046  -3.940  0.720
H  2.892  -4.316  -0.091
H  1.643  -5.522  -0.143
H  2.652  -4.197  2.449
H  3.026  -5.821  1.898
H  1.376  -5.408  2.352